(1)
{
  "formula": "C33H11F15GeNO4PdS3",
  "method": "ωB97M-V/def2-TZVPD",
  "e_lumo_ev": [-3.8, -6.5],
  "energy_ha": -6516.78259,
  "charge": 1,
  "relative_energy_ev": 1.275,
  "multiplicity": 5,
  "max_force_ev_per_a": 2.06,
  "orbital_gap_ha": [0.2846, 0.1824],
  "elements": ["Pd", "C", "C", "O", "C", "C", "C", "C", "C", "C", "O", "H", "H", "H", "H", "H", "H", "H", "O", "S", "O", "N", "C", "S", "C", "C", "C", "C", "C", "C", "H", "H", "H", "H", "F", "C", "C", "C", "F", "C", "F", "C", "F", "C", "F", "Ge", "S", "C", "C", "F", "C", "F", "C", "F", "C", "F", "C", "F", "C", "C", "F", "C", "F", "C", "F", "C", "F", "C", "F"],
  "coordinates": [[-0.387, -0.579, 0.348], [2.378, 2.787, 1.622], [1.836, 1.639, 0.820], [0.890, 0.999, 1.273], [2.454, 1.356, -0.480], [3.805, 1.602, -0.713], [4.369, 1.377, -1.954], [3.576, 0.910, -3.002], [2.240, 0.654, -2.806], [1.639, 0.849, -1.539], [0.357, 0.635, -1.425], [1.648, 3.070, 2.377], [2.615, 3.631, 0.979], [3.291, 2.463, 2.128], [4.432, 1.939, 0.101], [5.418, 1.579, -2.116], [4.019, 0.741, -3.974], [1.598, 0.314, -3.608], [-2.653, -1.406, -0.083], [-3.313, -0.192, 0.395], [-3.940, -0.292, 1.669], [-2.068, 0.920, 0.338], [-2.258, 1.745, -0.672], [-1.024, 2.692, -1.308], [-3.617, 1.724, -1.246], [-4.205, 2.639, -2.103], [-5.536, 2.444, -2.450], [-6.258, 1.359, -1.969], [-5.669, 0.437, -1.109], [-4.351, 0.642, -0.775], [-3.649, 3.492, -2.467], [-6.028, 3.162, -3.091], [-7.294, 1.241, -2.254], [-6.228, -0.395, -0.703], [0.137, -5.687, 3.249], [1.093, -4.755, 3.351], [1.057, -3.695, 2.459], [2.003, -2.700, 2.626], [1.999, -1.639, 1.809], [2.963, -2.756, 3.618], [3.843, -1.769, 3.768], [3.001, -3.854, 4.463], [3.926, -3.928, 5.403], [2.056, -4.863, 4.337], [2.071, -5.899, 5.162], [-0.426, -3.688, 1.114], [0.167, -2.542, -0.720], [-0.599, -5.462, 0.280], [0.420, -6.396, 0.231], [1.566, -6.145, 0.875], [0.284, -7.572, -0.485], [1.267, -8.463, -0.524], [-0.894, -7.811, -1.178], [-1.048, -8.945, -1.838], [-1.902, -6.855, -1.206], [-2.996, -7.066, -1.927], [-1.728, -5.688, -0.489], [-2.648, -4.713, -0.554], [-1.891, -3.264, 2.389], [-2.992, -4.076, 2.614], [-3.110, -5.238, 1.974], [-3.977, -3.723, 3.522], [-5.055, -4.484, 3.657], [-3.834, -2.578, 4.290], [-4.772, -2.242, 5.155], [-2.707, -1.785, 4.138], [-2.545, -0.687, 4.860], [-1.782, -2.139, 3.181], [-0.718, -1.317, 2.989]],
  "forces_ev_per_a": [[0.255, 1.198, -0.750], [-0.162, -0.114, 0.087], [0.431, 0.201, -0.047], [-0.285, -0.527, 0.008], [-0.572, -0.418, -0.361], [0.093, 0.072, 0.030], [0.006, 0.012, 0.007], [0.127, 0.057, 0.054], [-0.407, -0.117, 0.288], [1.127, 0.202, -0.026], [-1.015, -0.304, 0.331], [0.031, -0.004, 0.024], [0.048, 0.008, 0.017], [0.025, 0.028, -0.014], [-0.016, 0.094, -0.018], [0.021, -0.061, 0.031], [-0.029, 0.030, -0.022], [0.041, -0.041, -0.019], [0.032, 0.075, -0.299], [-0.280, 0.080, 0.233], [-0.086, 0.161, 0.112], [-0.249, -0.117, -0.375], [0.184, 0.006, 0.470], [0.134, 0.120, -0.066], [-0.324, 0.046, -0.122], [0.063, -0.087, 0.061], [-0.042, 0.072, -0.048], [0.080, 0.012, 0.040], [-0.098, -0.206, 0.076], [0.452, 0.033, 0.115], [-0.012, 0.011, -0.023], [0.021, -0.016, -0.042], [-0.007, -0.031, 0.018], [-0.009, -0.013, -0.039], [0.098, -0.188, 0.162], [-0.124, 0.230, -0.184], [-0.056, 0.181, -0.529], [-0.126, -0.347, 0.013], [0.128, 0.243, -0.103], [0.008, -0.035, 0.013], [0.036, -0.004, -0.030], [-0.092, 0.049, -0.051], [0.042, -0.014, 0.070], [-0.116, 0.004, -0.066], [0.021, -0.050, 0.062], [0.317, -1.444, 1.431], [0.204, 0.388, 0.381], [-0.048, 0.451, -0.089], [-0.229, 0.172, 0.091], [0.081, -0.248, -0.090], [0.033, -0.008, 0.052], [-0.014, -0.030, 0.035], [0.047, 0.100, 0.051], [0.010, -0.024, -0.080], [-0.062, 0.027, 0.006], [-0.029, -0.009, 0.009], [0.252, -0.002, 0.135], [-0.089, -0.111, -0.142], [0.124, 0.046, -0.637], [0.139, 0.090, -0.046], [-0.203, 0.011, 0.016], [0.017, -0.121, -0.078], [0.005, -0.024, 0.116], [-0.003, -0.048, -0.083], [0.001, 0.013, 0.048], [0.052, 0.035, -0.048], [-0.057, 0.060, 0.043], [0.192, 0.044, -0.138], [-0.136, 0.101, -0.070]],
  "mulliken_spin": [1.411, 0.020, 0.017, 0.143, -0.043, -0.035, 0.092, -0.045, 0.129, 0.041, 0.418, -0.001, -0.001, 0.001, 0.001, 0.003, 0.000, 0.000, 0.053, -0.003, 0.015, 0.077, 0.016, 0.772, 0.005, 0.020, -0.003, -0.003, 0.004, -0.010, -0.012, -0.001, 0.000, 0.000, 0.000, 0.020, 0.021, -0.037, -0.017, -0.002, 0.000, 0.000, 0.000, 0.002, 0.000, -0.099, 1.001, 0.006, -0.001, -0.001, 0.002, 0.000, 0.001, 0.000, -0.003, 0.000, 0.000, 0.002, 0.001, 0.013, 0.001, 0.002, 0.000, 0.000, 0.000, 0.004, 0.000, -0.006, 0.006]
}

***

(2)
{
  "formula": "C33H18BrF5N3O3RuS2Se2",
  "method": "ωB97M-V/def2-TZVPD",
  "e_lumo_ev": [-0.1, -2.7],
  "energy_ha": -10425.65467,
  "charge": 0,
  "relative_energy_ev": 1.190,
  "multiplicity": 6,
  "max_force_ev_per_a": 1.29,
  "orbital_gap_ha": [0.2379, 0.1601],
  "elements": ["Ru", "F", "C", "C", "F", "C", "F", "C", "S", "C", "F", "C", "F", "Br", "C", "C", "C", "C", "C", "C", "C", "C", "C", "C", "H", "H", "H", "H", "H", "H", "Se", "Se", "C", "C", "C", "C", "C", "N", "C", "C", "C", "C", "C", "N", "H", "H", "H", "H", "H", "H", "H", "H", "O", "C", "N", "S", "O", "O", "C", "C", "C", "C", "C", "C", "H", "H", "H", "H"],
  "coordinates": [[0.029, -0.372, -0.502], [-0.429, -0.775, 6.890], [-0.041, -0.174, 5.760], [-0.468, -0.654, 4.525], [-1.275, -1.720, 4.463], [-0.033, -0.042, 3.364], [-0.398, -0.574, 2.170], [0.799, 1.088, 3.366], [1.299, 1.818, 1.894], [1.208, 1.551, 4.629], [2.018, 2.614, 4.709], [0.810, 0.931, 5.802], [1.246, 1.382, 6.984], [-2.523, -0.430, 0.066], [-2.655, -2.346, -0.093], [-3.880, -2.952, 0.020], [-3.969, -4.343, -0.085], [-2.834, -5.081, -0.288], [-1.569, -4.472, -0.398], [-0.407, -5.249, -0.584], [0.811, -4.642, -0.683], [0.918, -3.243, -0.619], [-0.182, -2.414, -0.445], [-1.455, -3.052, -0.315], [-4.760, -2.354, 0.189], [-4.931, -4.821, 0.006], [-2.886, -6.156, -0.364], [-0.505, -6.325, -0.628], [1.707, -5.225, -0.831], [1.917, -2.828, -0.683], [1.195, -2.344, -3.478], [2.321, 0.067, -2.166], [3.059, -0.346, -0.494], [4.425, -0.276, -0.217], [4.868, -0.689, 1.019], [3.937, -1.176, 1.934], [2.596, -1.158, 1.598], [2.159, -0.739, 0.416], [-0.191, -1.122, -3.806], [-0.615, -0.968, -5.127], [-1.586, -0.036, -5.419], [-2.119, 0.717, -4.377], [-1.665, 0.486, -3.093], [-0.732, -0.422, -2.806], [5.090, 0.110, -0.971], [5.917, -0.647, 1.274], [4.247, -1.558, 2.894], [1.850, -1.512, 2.297], [-0.157, -1.582, -5.890], [-1.921, 0.110, -6.436], [-2.875, 1.466, -4.556], [-2.079, 1.054, -2.269], [-2.275, 2.108, 0.236], [-1.213, 2.538, -0.207], [-0.187, 1.797, -0.641], [1.019, 2.730, -1.265], [1.000, 2.619, -2.703], [2.280, 2.431, -0.640], [0.315, 4.295, -0.777], [0.783, 5.586, -0.860], [-0.076, 6.607, -0.460], [-1.365, 6.330, -0.027], [-1.821, 5.022, 0.061], [-0.951, 4.004, -0.300], [1.782, 5.794, -1.211], [0.266, 7.631, -0.496], [-2.023, 7.141, 0.253], [-2.821, 4.793, 0.393]],
  "forces_ev_per_a": [[0.084, -0.652, -0.672], [0.214, 0.359, -0.638], [0.028, 0.008, 0.170], [-0.225, -0.355, -0.316], [0.241, 0.282, 0.093], [-0.136, -0.231, -0.437], [0.071, 0.189, 1.272], [0.070, 0.104, -0.066], [0.023, -0.042, 0.940], [0.208, 0.312, 0.101], [-0.400, -0.531, 0.093], [0.123, 0.114, 0.246], [-0.167, -0.124, -0.276], [-0.118, -0.939, -0.061], [-0.156, 0.106, -0.059], [0.410, 0.630, -0.002], [0.209, -0.352, -0.031], [-0.279, 0.076, 0.062], [-0.030, 0.324, 0.010], [0.229, 0.070, -0.001], [-0.139, -0.136, 0.072], [-0.157, 0.212, 0.423], [0.798, 0.102, 0.143], [-0.115, 0.024, 0.007], [-0.132, 0.059, 0.022], [-0.100, -0.078, -0.010], [-0.043, -0.166, -0.007], [0.016, -0.071, -0.049], [0.078, -0.112, 0.005], [-0.218, 0.022, -0.090], [0.452, -0.019, -0.428], [-0.057, -1.061, -0.086], [-0.002, -0.102, -0.537], [-0.066, 0.000, 0.197], [-0.145, -0.022, -0.033], [-0.099, 0.026, 0.049], [0.220, -0.267, 0.473], [-0.417, 0.245, -0.428], [0.254, -0.372, -0.053], [-0.193, 0.117, -0.138], [-0.037, -0.039, 0.164], [0.013, -0.038, 0.075], [-0.429, 0.282, -0.444], [-0.010, 0.241, 0.650], [0.089, -0.019, -0.080], [0.068, -0.022, -0.002], [-0.025, 0.013, 0.092], [-0.016, -0.038, -0.038], [0.000, 0.104, 0.011], [-0.014, 0.015, -0.057], [-0.027, 0.058, 0.025], [0.070, -0.070, -0.032], [0.178, 0.270, 0.026], [-1.000, 0.427, 0.241], [0.893, -0.148, -0.342], [0.128, 0.033, -1.252], [-0.246, 0.668, 0.298], [-0.114, 0.814, 0.616], [-0.340, -0.609, 0.199], [0.137, 0.106, -0.048], [0.194, -0.116, -0.102], [-0.119, -0.050, 0.041], [0.193, -0.141, -0.074], [0.038, 0.430, 0.049], [0.061, 0.057, -0.047], [0.028, 0.059, -0.028], [0.013, 0.041, 0.008], [-0.055, -0.078, 0.090]],
  "mulliken_spin": [2.584, 0.011, 0.129, -0.027, -0.003, 0.072, 0.016, -0.050, 0.777, 0.088, 0.009, -0.040, -0.004, 0.022, -0.018, 0.032, -0.022, 0.025, -0.037, 0.090, -0.024, 0.189, -0.162, -0.029, 0.002, -0.001, 0.001, 0.003, -0.002, -0.020, 0.580, 0.538, 0.026, 0.023, -0.012, 0.037, 0.010, 0.039, 0.014, -0.028, 0.001, 0.022, -0.004, 0.107, 0.002, -0.001, 0.005, 0.004, -0.001, 0.000, 0.002, 0.008, 0.003, 0.006, 0.011, -0.027, 0.007, 0.025, 0.006, -0.002, 0.002, 0.000, -0.009, -0.006, 0.000, 0.000, 0.000, 0.000]
}